A molecular structure, C58H71Br2ClF9NO31S2Si2 in a non-equilibrium geometry, computed with ωB97M-V with the def2-TZVPD basis set.

Last column: Löwdin charge in e.
Geometry (Å):
C (-0.393709, -4.006071, 0.763870)  -0.1080
C (-1.029231, -4.957586, -0.275140)  -0.3187
C (-0.658846, -4.584652, -1.732956)  -0.6691
Cl (-1.570752, -5.709669, -2.832566)  0.6054
Si (-1.203167, -2.786767, -2.093385)  0.3124
O (-1.464735, -2.520298, -3.730748)  -0.1334
C (-2.906229, -2.581061, -1.281789)  -0.2398
C (-3.238480, -1.052409, -1.359942)  -0.1379
O (-0.222027, -1.644025, -1.382752)  -0.2153
Si (1.263402, -1.352154, -2.172165)  0.4978
C (1.019093, -0.535992, -3.852409)  -0.1989
C (-0.203338, 0.477585, -3.787119)  -0.2116
C (0.115672, 1.814570, -3.063979)  -0.1693
C (-0.869496, 1.927076, -1.858372)  -0.1568
C (-1.079205, 3.370826, -1.368335)  -0.1356
O (-1.378615, 3.312726, 0.058790)  -0.0479
C (-2.621169, 3.817048, 0.339374)  -0.5156
C (-2.597114, 5.106619, 1.165976)  0.0236
O (-3.658750, 3.291819, 0.004338)  0.1126
C (2.107100, -0.025391, -1.093471)  -0.2569
C (3.422614, 0.348615, -1.806968)  -0.3011
C (4.498250, 1.032075, -0.916537)  -0.4439
S (4.898845, 0.191657, 0.649498)  0.8693
C (4.029252, 1.113597, 1.930574)  -1.0491
S (4.817394, 1.981268, 3.045196)  0.7795
N (2.591020, 1.029914, 1.913845)  -0.0822
C (2.085498, -0.016127, 2.764232)  -0.2451
C (0.842364, -0.546002, 2.434505)  -0.0217
C (0.266119, -1.532793, 3.195485)  -0.0748
C (0.909421, -2.056224, 4.308314)  -0.0783
C (2.152931, -1.545705, 4.615751)  -0.0920
C (2.735541, -0.546822, 3.862616)  -0.0263
C (1.943018, 2.304444, 2.099865)  -0.2384
C (0.905857, 2.537209, 2.989438)  -0.0024
C (0.374366, 3.817095, 3.027855)  -0.0920
C (0.815766, 4.860067, 2.257852)  -0.1066
C (1.857581, 4.624321, 1.362830)  -0.0765
C (2.380261, 3.356772, 1.297354)  -0.0615
C (2.430039, -2.845195, -2.114413)  -0.6919
Br (3.377490, -3.074314, -0.425120)  0.7047
C (2.650178, -3.764333, -3.063562)  -0.8106
C (1.927520, -3.714502, -4.403642)  -0.1167
Br (3.846069, -5.245054, -2.797184)  0.7252
H (-0.137854, -4.556379, 1.679452)  0.0822
H (-1.065018, -3.196927, 1.077359)  0.0535
H (0.529589, -3.541966, 0.393905)  0.0377
H (-2.113766, -5.010234, -0.134577)  0.0929
H (-0.626926, -5.960145, -0.072739)  0.1055
H (0.421467, -4.752686, -1.807375)  0.0645
H (-2.041692, -3.240532, -4.025423)  0.0434
H (-3.641639, -3.143420, -1.876306)  0.0754
H (-2.903562, -2.871369, -0.226694)  0.0629
H (-4.299400, -0.856468, -1.169856)  0.0736
H (-2.624958, -0.501764, -0.637108)  0.0653
H (-2.994109, -0.656541, -2.356260)  0.0447
H (1.891884, 0.054700, -4.165720)  0.0694
H (0.780231, -1.210524, -4.682237)  0.0621
H (-0.400248, 0.736020, -4.838080)  0.0881
H (-1.113850, -0.004626, -3.427725)  0.0667
H (1.157942, 1.922096, -2.748827)  0.0951
H (-0.180318, 2.627142, -3.736275)  0.0905
H (-0.623305, 1.243561, -1.037795)  0.1042
H (-1.837285, 1.588235, -2.253703)  0.0938
H (-2.006665, 3.736250, -1.834251)  0.1155
H (-0.232265, 4.039252, -1.561505)  0.1276
H (-2.162521, 4.845716, 2.138356)  0.0721
H (-1.901327, 5.786236, 0.654312)  0.0869
H (-3.592264, 5.544986, 1.246165)  0.0845
H (2.286750, -0.483233, -0.111317)  0.0155
H (1.447325, 0.830273, -0.911563)  0.0655
H (3.248641, 1.040775, -2.646158)  0.0966
H (3.898972, -0.541309, -2.252631)  0.0912
H (5.436048, 1.029783, -1.491254)  0.0750
H (4.266137, 2.090386, -0.749257)  0.0645
H (0.307499, -0.175740, 1.558863)  0.1296
H (-0.707921, -1.928640, 2.914746)  0.1010
H (0.463141, -2.855882, 4.893138)  0.1102
H (2.663901, -1.970627, 5.480254)  0.1064
H (3.720982, -0.197147, 4.157255)  0.0796
H (0.517438, 1.745009, 3.616245)  0.0957
H (-0.437941, 4.005473, 3.731097)  0.1079
H (0.403252, 5.866094, 2.298902)  0.1042
H (2.272946, 5.394165, 0.716657)  0.1076
H (3.173072, 3.153790, 0.578257)  0.0905
H (0.836791, -3.683104, -4.327912)  0.0657
H (2.321147, -2.850624, -4.952740)  0.0648
H (2.239267, -4.593739, -4.979640)  0.0712
C (0.976949, -0.337932, 7.990678)  -0.0458
C (1.296145, 0.952393, 8.696687)  -0.3272
O (1.296894, 1.898619, 7.641013)  0.1331
C (0.428922, 1.421804, 6.703935)  -0.5256
O (-0.019453, 2.071248, 5.817859)  0.1683
O (0.140298, 0.114584, 6.920386)  0.0728
F (2.534010, 0.915561, 9.252287)  0.0826
H (1.866686, -0.819536, 7.580429)  0.1304
H (0.453173, -1.048051, 8.626283)  0.1424
H (0.567531, 1.247320, 9.449150)  0.1380
C (6.642479, 4.043602, 5.589645)  -0.0697
C (7.270978, 5.325073, 5.109730)  -0.3161
O (7.845712, 5.849965, 6.291652)  0.1309
C (8.153699, 4.776598, 7.082373)  -0.5454
O (8.877357, 4.819949, 8.017519)  0.1843
O (7.523149, 3.654794, 6.646661)  0.0755
F (6.337603, 6.196007, 4.650310)  0.0721
H (5.639282, 4.199301, 5.990575)  0.1468
H (6.598143, 3.281644, 4.815006)  0.0808
H (8.047005, 5.192852, 4.353287)  0.1751
C (-0.756027, 0.741916, -8.915205)  -0.0441
C (-0.205728, 2.080382, -9.335429)  -0.3114
O (0.398211, 2.554017, -8.143394)  0.1354
C (0.783637, 1.449644, -7.442975)  -0.5443
O (1.545249, 1.463013, -6.533201)  0.1638
O (0.188581, 0.331871, -7.922185)  0.0776
F (-1.193968, 2.934065, -9.696361)  0.0772
H (-1.745982, 0.824277, -8.463218)  0.1479
H (-0.800040, 0.027774, -9.733862)  0.1439
H (0.542045, 2.033680, -10.129220)  0.1765
C (1.275222, 5.911699, 8.832928)  -0.0366
C (-0.164194, 6.161940, 9.197314)  -0.3059
O (-0.681891, 4.843475, 9.331565)  0.1133
C (0.368668, 4.065234, 9.720876)  -0.5284
O (0.253401, 2.974528, 10.180378)  0.1529
O (1.546776, 4.688704, 9.524527)  0.0963
F (-0.827278, 6.793323, 8.200882)  0.0857
H (1.411879, 5.762242, 7.760611)  0.1514
H (1.938357, 6.705997, 9.166784)  0.1448
H (-0.307412, 6.707480, 10.132048)  0.1656
C (5.196669, 0.089623, -6.534085)  -0.0508
C (4.107654, -0.629224, -7.283827)  -0.3167
O (4.369234, -1.990058, -7.001825)  0.1348
C (4.968170, -2.011687, -5.771216)  -0.5409
O (5.078990, -2.977826, -5.097811)  0.1642
O (5.402629, -0.774345, -5.415475)  0.0732
F (4.216745, -0.426234, -8.623776)  0.0716
H (6.117413, 0.165815, -7.115599)  0.1458
H (4.899497, 1.084834, -6.210339)  0.1411
H (3.096801, -0.379921, -6.955691)  0.1500
C (-4.758966, -6.788423, -4.056458)  -0.0741
C (-4.585305, -8.239233, -3.691359)  -0.3156
O (-5.870750, -8.777254, -3.947701)  0.1234
C (-6.412884, -8.019637, -4.941862)  -0.5459
O (-7.356025, -8.339799, -5.587578)  0.1715
O (-5.730890, -6.858980, -5.103367)  0.0797
F (-4.300374, -8.389586, -2.375629)  0.0741
H (-5.156243, -6.196834, -3.229852)  0.1468
H (-3.837981, -6.329858, -4.406957)  0.0986
H (-3.840763, -8.770477, -4.287758)  0.1778
C (-2.373635, 4.423245, -5.574356)  -0.0465
C (-3.799039, 4.636294, -5.134588)  -0.3140
O (-4.304612, 3.316061, -5.072459)  0.1441
C (-3.245008, 2.507281, -4.782597)  -0.5310
O (-3.337663, 1.391344, -4.400127)  0.1894
O (-2.063130, 3.156432, -4.986046)  0.0390
F (-4.503004, 5.334768, -6.057531)  0.0796
H (-2.280468, 4.353170, -6.659678)  0.1426
H (-1.700589, 5.197515, -5.212304)  0.1436
H (-3.905780, 5.113817, -4.158351)  0.1750
C (-6.356907, -12.761593, -7.037820)  -0.0549
C (-6.084198, -11.341353, -6.616556)  -0.3185
O (-5.063552, -10.941880, -7.514400)  0.1315
C (-5.250393, -11.664675, -8.659042)  -0.5448
O (-4.754446, -11.408151, -9.702286)  0.1843
O (-6.087157, -12.713838, -8.440839)  0.0733
F (-5.603158, -11.280137, -5.350111)  0.0754
H (-5.679172, -13.471947, -6.560854)  0.1447
H (-7.382476, -13.068086, -6.845832)  0.1409
H (-6.938470, -10.668548, -6.711592)  0.1643
C (-3.251623, 4.902718, 11.153277)  -0.0587
C (-2.434914, 5.343655, 12.337119)  -0.3138
O (-3.387265, 5.370652, 13.379794)  0.1346
C (-4.334566, 4.432118, 13.064087)  -0.5404
O (-5.128542, 4.000661, 13.826626)  0.1889
O (-4.232159, 4.059160, 11.761459)  0.0804
F (-1.938408, 6.599886, 12.159895)  0.0636
H (-3.750418, 5.737694, 10.656546)  0.1513
H (-2.666115, 4.357154, 10.421273)  0.1210
H (-1.620204, 4.666163, 12.602095)  0.1761

Forces on the atoms, in the same order (eV/Å):
-0.0183 0.0042 0.1534
0.4349 -0.1116 0.2502
0.0166 0.3463 0.9428
0.3580 0.2389 -0.0564
-1.8371 -0.0108 1.0115
0.5070 -0.3638 0.6696
0.5527 1.0642 -0.4171
0.1366 -0.4182 -0.1490
0.8113 -1.0659 -1.8921
0.3561 1.7306 1.0931
-1.2565 0.2259 -0.2193
1.5002 0.0220 -0.8952
-1.6441 -0.4208 0.7439
0.1620 0.4111 -0.8590
-0.7142 -1.3136 0.3617
-0.2201 0.8922 -0.2803
-1.1104 0.2165 0.6846
0.6176 -0.6972 -0.5511
1.1140 0.2252 -0.1790
-0.0593 -0.7332 -0.5422
0.3624 0.2654 0.6554
-0.5436 -0.0252 -0.6585
0.1696 0.1290 0.5607
-0.2588 0.1784 -0.5397
0.2325 -0.1180 -0.1092
0.5896 0.5353 0.8767
-0.4236 -0.5877 -0.6270
-0.2977 0.2664 -0.6046
-0.7050 -0.5489 0.1592
-0.0093 0.1157 -0.2650
-0.1119 -0.7260 0.7634
0.9145 0.4476 0.1602
-0.0576 0.0768 -0.2278
0.3687 -0.2359 -0.4538
-1.1012 0.1205 1.0403
0.6289 0.6416 -0.7031
-0.1028 -0.0920 0.1187
0.6006 -0.3538 -0.7270
0.3598 -0.7118 0.4116
-0.5058 0.2873 -0.4383
-0.4480 0.1882 0.0961
1.1275 -0.4830 -0.1526
-0.5164 0.4470 -0.3301
-0.0418 0.0846 -0.2537
0.1060 -0.1177 -0.2989
-0.1669 -0.1428 0.1124
0.1732 0.0284 -0.1599
-0.2217 0.1145 -0.2247
-0.2641 -0.1735 -0.4923
0.1241 0.1639 -0.2718
0.0956 -0.0708 0.4100
-0.2176 -0.2741 -0.2762
0.2314 0.0258 0.0402
-0.2273 -0.0534 -0.1065
-0.2019 -0.0146 0.2014
-0.0041 -0.3197 0.2237
0.1597 -0.0771 0.2831
-0.1056 -0.1844 0.2432
0.2444 0.1197 0.1217
-0.1441 -0.0023 -0.1927
0.5393 -0.0550 0.0674
0.1184 0.3097 -0.0472
0.1670 -0.0036 0.3160
0.5324 0.2373 -0.2476
-0.0971 -0.1154 0.2906
-0.1552 0.2669 -0.1206
-0.1678 -0.0087 0.3028
0.1689 -0.2054 0.0725
0.1862 0.1696 -0.2579
0.2112 -0.0835 -0.1294
-0.0910 -0.1937 0.1877
-0.1866 0.1281 0.1554
-0.0657 -0.0410 0.3945
-0.0306 -0.3008 0.1928
0.1989 0.0156 0.1577
0.1656 0.1593 0.0110
0.0584 0.1728 -0.0691
0.1629 0.2401 -0.2455
-0.1911 0.0048 -0.1118
0.0090 0.2658 -0.0016
0.1636 -0.1282 -0.0756
-0.1540 -0.2942 0.2552
-0.2015 -0.0257 0.1530
-0.1360 0.0822 0.1889
0.2021 0.0879 0.0968
-0.3645 -0.1239 0.0455
-0.3229 0.1882 0.0682
-0.0800 -0.4073 -0.0740
0.4750 -0.4202 0.1727
-0.5110 -0.1994 0.0043
-0.0454 0.0017 -0.3366
-0.0237 0.0058 0.1254
0.1564 0.3150 0.1563
-0.0172 0.1162 0.0125
0.0783 0.1575 0.0255
-0.2002 0.0716 -0.1360
0.2791 -0.1978 -0.1318
-0.1786 -0.5115 -0.1807
-0.3449 0.3205 0.1339
0.2009 -0.4678 -0.1807
0.1260 -0.0666 0.4157
-0.0735 0.0473 -0.0142
0.0667 0.3969 -0.1392
0.0801 0.0546 -0.0425
0.0229 0.1996 -0.0606
0.1738 -0.0982 0.1428
-0.0763 0.1110 -0.0755
-0.1841 -0.4509 -0.2095
-0.3811 0.2715 0.0774
0.2223 -0.4244 -0.1413
0.0152 -0.0714 0.3476
0.0898 0.0575 -0.0154
0.0833 0.3576 -0.0739
0.0801 0.0612 0.0029
0.0258 0.1956 -0.0160
0.1792 -0.1093 0.1250
-0.0689 0.1177 -0.0495
0.4651 0.2411 -0.0680
-0.2087 0.1280 -0.4965
0.5214 0.1687 0.3719
0.1625 -0.3846 -0.0861
-0.2939 0.6027 0.3158
-0.3815 0.0481 0.0465
-0.0925 -0.0171 0.0862
-0.2118 -0.0148 -0.0077
0.0747 -0.1731 0.1679
-0.1192 0.0438 -0.0619
0.1235 0.4694 0.1989
0.0154 -0.0210 -0.4535
0.0082 0.3091 0.5306
0.1631 -0.2733 0.1740
0.0349 -0.0405 -0.0317
-0.1922 -0.1595 -0.2481
-0.1212 -0.0410 -0.0138
-0.0917 -0.1232 -0.1297
-0.0377 -0.1080 0.1971
-0.0123 0.0644 -0.1527
0.2789 0.4471 -0.1582
-0.1078 -0.0278 0.5226
0.2313 0.3075 -0.4134
-0.3586 -0.0212 -0.1287
0.0274 -0.0284 0.0274
-0.0016 -0.3356 0.1730
0.0081 -0.1015 -0.0357
0.0138 -0.1835 0.1169
-0.1195 0.0050 -0.2115
0.0256 -0.0663 0.1177
0.5156 0.2329 -0.0056
-0.2625 0.0134 -0.4130
0.4500 0.1132 0.3287
-0.0457 -0.4268 0.0426
0.0231 0.0182 -0.1062
-0.5232 0.1247 -0.0842
-0.0533 0.0077 0.0745
-0.2088 0.0321 -0.0060
0.0851 -0.1722 0.1299
-0.1028 0.0746 -0.0633
-0.3119 -0.3770 0.0097
0.2057 0.0120 0.2744
-0.4459 -0.1475 -0.2028
0.2302 -0.0297 -0.3531
0.0353 -0.0324 0.0677
0.1100 0.3036 0.2050
0.0528 0.0355 -0.0331
0.0843 0.1625 0.0898
-0.0175 0.0159 -0.2305
0.0593 0.0715 0.1710
-0.0403 -0.3244 -0.5673
-0.1950 0.3931 0.0777
0.1512 -0.4551 -0.2229
-0.4275 -0.1368 0.1356
0.0272 0.0913 -0.0181
0.2264 0.2749 0.3262
0.1158 -0.0229 0.0385
0.1023 0.1435 0.1678
-0.1533 -0.2014 0.0741
0.1016 0.1420 -0.0048

Kohn-Sham gap, eV: 7.43
Charge: 0
Energy, eV: -340755.823
Molecular weight, g mol⁻¹: 1764.7
Lowest unoccupied orbital energy, Ha: -0.03059